Record 1
The following is a DFT calculation (the ωB97M-V functional and the def2-TZVPD basis) of a structure of composition C19H35BNNiO2P in a non-equilibrium geometry.

Each line ends with the Mulliken charge.
Cartesian coordinates (Å):
C (0.3505, 2.7065, -3.0760)  -1.143
C (-0.9227, 2.3837, -2.6138)  -0.360
C (-1.0939, 1.4624, -1.5811)  -1.123
C (0.0295, 0.9611, -0.8783)  0.789
C (1.2955, 1.1294, -1.5168)  0.702
C (1.4599, 2.0531, -2.5389)  -0.695
C (-2.4848, 0.9540, -1.3964)  -1.357
C (-2.6830, -0.5318, -1.0911)  -0.562
N (-1.8995, -1.5201, -1.8921)  0.203
Ni (-0.2171, -1.7098, -0.7840)  -0.530
C (2.4407, 0.2661, -1.1245)  -1.528
P (1.8598, -1.4946, -0.8996)  1.423
H (-1.8126, 2.8121, -3.0887)  0.366
H (2.4609, 2.2315, -2.9339)  0.421
H (0.4716, 3.4450, -3.8646)  0.369
H (2.8703, 0.5875, -0.1655)  0.322
H (3.2384, 0.2876, -1.8810)  0.568
H (-2.9807, 1.5124, -0.5924)  0.461
H (-3.0464, 1.1873, -2.3126)  0.506
H (-2.4249, -0.7432, -0.0395)  0.322
C (3.2125, -1.9834, 0.2015)  -1.146
C (2.3981, -2.2889, -2.4641)  -1.615
H (-3.7465, -0.7650, -1.2311)  0.423
C (-1.3779, -1.1135, -3.2244)  -0.722
C (-2.6724, -2.8034, -2.0102)  -0.968
H (0.2056, -2.5957, 0.4910)  -0.020
H (-1.9848, -1.5707, -4.0203)  0.398
H (-1.3848, -0.0329, -3.3513)  0.300
H (-0.3416, -1.4641, -3.3325)  0.109
H (-2.8968, -3.0152, -3.0695)  0.287
H (-2.1071, -3.6354, -1.5784)  0.261
H (-3.6275, -2.7080, -1.4738)  0.338
H (3.4963, -2.3082, -2.5378)  0.417
H (2.0157, -3.3199, -2.4419)  0.373
H (1.9721, -1.7674, -3.3319)  0.415
H (4.1779, -1.8997, -0.3198)  0.397
H (3.2074, -1.3249, 1.0770)  0.206
H (3.0560, -3.0210, 0.5169)  0.408
H (-0.6574, -2.6732, 0.5155)  -0.117
C (-1.6271, 0.1446, 3.5575)  -2.117
C (-0.7831, 1.1311, 2.7810)  1.830
C (-1.1647, 2.5301, 3.2355)  -1.923
O (-1.1615, 1.0246, 1.3894)  -0.511
B (-0.0463, 0.6674, 0.6512)  2.083
O (1.0807, 0.4764, 1.4544)  -0.343
C (0.7754, 0.8396, 2.8098)  1.554
C (1.6329, 2.0461, 3.1661)  -2.214
C (1.2070, -0.2787, 3.7334)  -2.084
H (-2.6883, 0.3439, 3.3645)  0.458
H (-1.4416, 0.2691, 4.6339)  0.449
H (-1.4070, -0.8874, 3.2712)  0.309
H (-2.2468, 2.6779, 3.1116)  0.422
H (-0.9171, 2.6508, 4.3007)  0.411
H (-0.6376, 3.2970, 2.6513)  0.318
H (1.3892, 2.3853, 4.1832)  0.432
H (2.6937, 1.7622, 3.1593)  0.469
H (1.4962, 2.8774, 2.4622)  0.348
H (0.7384, -1.2363, 3.4902)  0.320
H (2.2942, -0.4058, 3.6827)  0.470
H (0.9570, -0.0052, 4.7669)  0.418

Results
HOMO-LUMO gap (alpha / beta) in eV: 4.34 / 8.18
Maximum force in eV/A: 2.82
HOMO (alpha / beta) in Ha: -0.1370 / -0.2822
Multiplicity: 3
Total energy in hartree: -2824.69207
<S²>: 2.0297

=====

Record 2
The following is a DFT calculation (the ωB97M-V functional and the def2-TZVPD basis) of a cluster of 2 separate species, C19H35Br2F4N3O3 in total in a non-equilibrium geometry.

Each line ends with the Mulliken charge.
Cartesian coordinates (Å):
C (0.5713, -6.1468, 1.5314)  -0.695
C (-0.3838, -6.5680, 0.4295)  0.693
O (-0.1010, -7.3331, -0.4015)  -0.502
O (-1.6175, -5.9638, 0.4878)  -0.424
C (-2.1277, -5.5397, -0.7934)  -0.581
C (-2.8686, -4.2019, -0.5662)  -0.723
C (-2.2961, -2.9893, -1.3129)  -0.807
N (-1.1284, -2.3353, -0.6536)  0.687
F (-0.9721, -1.1207, -1.3153)  -0.207
C (-1.3485, -1.9804, 0.8076)  -0.768
N (-0.7278, -0.6947, 1.1192)  -0.364
C (0.1741, -3.0755, -0.8774)  -0.244
C (1.3451, -2.1007, -1.1316)  -1.090
C (2.7272, -2.7782, -1.0482)  0.538
F (3.4863, -2.1791, -1.9988)  -0.308
Br (2.7290, -4.6747, -1.4858)  -0.033
C (3.4786, -2.4917, 0.2779)  0.489
F (4.5591, -3.2144, 0.3904)  -0.212
F (3.8740, -1.2350, 0.2593)  -0.205
Br (2.3804, -2.7224, 1.8694)  -0.070
H (0.1013, -5.3897, 2.1651)  0.252
H (0.8645, -7.0074, 2.1319)  0.376
H (1.4511, -5.7091, 1.0578)  0.080
H (-2.8700, -6.2877, -1.0847)  0.508
H (-1.3729, -5.5229, -1.5833)  0.353
H (-2.9764, -4.0688, 0.5121)  0.419
H (-3.8823, -4.3311, -0.9538)  0.390
H (-1.9274, -3.3513, -2.2767)  0.522
H (-3.0375, -2.2287, -1.5592)  0.525
H (-2.4292, -1.8510, 0.9233)  0.482
H (-0.9735, -2.7515, 1.4753)  0.349
H (-0.6249, -0.6818, 2.1325)  0.275
H (-1.4362, 0.0099, 0.9261)  0.201
H (0.4274, -3.6249, 0.0313)  -0.178
H (0.1035, -3.7621, -1.7173)  0.622
H (1.3397, -1.3023, -0.3844)  0.282
H (1.2890, -1.6684, -2.1288)  0.377
C (-1.2708, 4.7969, -1.4678)  -1.605
C (-1.1549, 4.6020, 0.0671)  1.715
C (-0.6904, 5.8801, 0.7858)  -1.376
C (0.8063, 6.1615, 0.7211)  -0.520
C (1.6001, 4.9248, 1.1343)  -1.234
C (1.2122, 3.6906, 0.3180)  1.933
N (-0.2636, 3.4357, 0.3485)  0.529
O (-0.5707, 2.9662, 1.5195)  -0.622
C (1.7371, 3.8950, -1.1207)  -2.030
C (1.9861, 2.4708, 0.8166)  -1.924
C (-2.6065, 4.3725, 0.5050)  -1.881
H (-0.4450, 4.3810, -2.0356)  0.374
H (-2.1478, 4.2791, -1.8611)  0.431
H (-1.3583, 5.8507, -1.7350)  0.293
H (-0.9615, 5.8078, 1.8447)  0.378
H (-1.2400, 6.7389, 0.3959)  0.439
H (1.0876, 6.4917, -0.2827)  0.266
H (1.0506, 6.9897, 1.3891)  0.419
H (2.6679, 5.1243, 1.0199)  0.398
H (1.4409, 4.7370, 2.2014)  0.356
H (1.4280, 3.0755, -1.7728)  0.354
H (2.8274, 3.9172, -1.1168)  0.452
H (1.4293, 4.8375, -1.5667)  0.435
H (1.8177, 2.2691, 1.8743)  0.366
H (3.0581, 2.6228, 0.6926)  0.448
H (1.7122, 1.5778, 0.2475)  0.364
H (-3.0066, 3.4427, 0.0946)  0.456
H (-3.2265, 5.1917, 0.1396)  0.413
H (-2.7190, 4.3435, 1.5884)  0.365

Results
HOMO-LUMO gap (alpha / beta) in eV: 7.88 / 8.69
Maximum force in eV/A: 3.00
HOMO (alpha / beta) in Ha: -0.3958 / -0.4255
Multiplicity: 2
Total charge: +1
Total energy in hartree: -6682.04137
<S²>: 0.7542

=====

Record 3
The following is a DFT calculation (the ωB97M-V functional and the def2-TZVPD basis) of a structure of composition C19H35BrIrSi in a non-equilibrium geometry.

Each line ends with the Mulliken charge.
Cartesian coordinates (Å):
Ir (-1.3313, -2.8553, -0.2246)  0.364
C (-3.9965, -2.6631, 1.8577)  -1.569
C (-3.2876, -3.4813, 0.8334)  0.618
C (-2.1963, -4.3357, 1.1982)  -0.264
C (-1.5264, -5.1439, 0.2421)  -0.647
C (-1.9500, -5.0995, -1.0958)  -0.382
C (-2.9549, -4.2522, -1.5129)  -0.535
C (-3.6080, -3.4240, -0.5547)  -0.307
H (-4.8489, -3.2176, 2.2524)  0.340
H (-4.4434, -1.8097, 1.3663)  0.398
H (-3.3643, -2.3881, 2.6663)  0.402
H (-2.0062, -4.4674, 2.2624)  0.535
H (-0.7375, -5.8020, 0.5591)  0.490
H (-1.4179, -5.6972, -1.8598)  0.417
H (-3.2483, -4.1677, -2.5259)  0.470
H (-4.3524, -2.6875, -0.8533)  0.463
C (-0.2734, 3.7194, 0.0776)  -1.610
C (-0.8495, 2.2965, -0.2699)  1.640
C (-2.2289, 2.2178, 0.3692)  -1.908
C (-1.0289, 2.3760, -1.8393)  -1.772
Si (0.1983, 0.9200, 0.4087)  -0.225
Br (0.1001, -0.6683, -1.1910)  -0.165
C (3.1529, 1.2969, -2.0691)  1.221
C (3.0239, 2.5723, -1.3994)  -0.883
C (3.8004, 0.1305, -1.4749)  -1.140
C (2.7596, 1.1285, -3.4862)  -1.402
C (1.3478, 0.7021, 1.7666)  1.756
C (-0.1538, 0.7080, 2.4570)  -1.169
C (2.0676, -0.6472, 2.0491)  -1.657
C (2.2878, 1.8215, 2.2536)  -1.507
H (-1.0978, 4.4101, 0.0089)  0.507
H (0.4805, 4.0823, -0.5987)  0.361
H (0.0844, 3.8193, 1.0929)  0.438
H (-2.9728, 2.9044, -0.0475)  0.491
H (-2.2090, 2.3901, 1.4613)  0.448
H (-2.6863, 1.2590, 0.1732)  0.457
H (-1.6716, 3.1943, -2.0033)  0.582
H (-1.3557, 1.4157, -2.2493)  0.442
H (-0.0842, 2.7050, -2.3005)  0.243
H (2.7206, 2.5004, -0.3653)  0.038
H (2.4831, 3.3525, -1.9739)  0.387
H (4.0735, 2.9309, -1.2179)  0.449
H (4.0811, 0.2086, -0.4529)  0.248
H (4.7792, 0.1596, -1.9521)  0.469
H (3.3263, -0.8456, -1.7052)  0.406
H (2.1552, 1.9061, -3.8743)  0.389
H (2.4052, 0.1318, -3.7338)  0.406
H (3.7269, 1.1512, -4.0429)  0.439
H (-0.9148, 0.2555, 1.8044)  0.253
H (-0.4825, 1.6627, 2.8517)  0.492
H (-0.2074, -0.0182, 3.2731)  0.607
H (1.6226, -1.5134, 1.5339)  0.280
H (2.1080, -0.8403, 3.1209)  0.500
H (3.0955, -0.5009, 1.7758)  0.423
H (1.8109, 2.8287, 2.2412)  0.309
H (3.1663, 1.8044, 1.6518)  0.523
H (2.6293, 1.5640, 3.2655)  0.442

Results
Relative energy (zero: lowest compared OMol25 entry of this formula, charge and spin) in kJ/mol: 64.63
HOMO-LUMO gap (alpha / beta) in eV: 4.38 / 7.63
Maximum force in eV/A: 2.57
HOMO (alpha / beta) in Ha: -0.5455 / -0.6925
Multiplicity: 5
Total charge: +3
Total energy in hartree: -3711.54788
<S²>: 6.0141

=====

Record 4
The following is a DFT calculation (the ωB97M-V functional and the def2-TZVPD basis) of a structure of composition C19H35EuNO2P2 in a non-equilibrium geometry.

Each line ends with the Mulliken charge.
Cartesian coordinates (Å):
P (1.2705, -1.4949, -5.1994)  0.771
P (1.0312, 2.0805, -5.0315)  0.923
C (0.7405, -0.3166, -6.5873)  -1.121
C (1.4710, 0.9971, -6.5189)  -1.066
H (-0.3537, -0.2023, -6.5826)  0.335
H (1.0133, -0.8403, -7.5063)  0.577
H (2.5579, 0.8578, -6.4786)  0.374
H (1.2157, 1.5880, -7.4017)  0.499
C (-0.5223, 2.7382, -5.7856)  -1.512
H (-1.0788, 3.3909, -5.0891)  0.384
H (-1.2164, 1.9532, -6.1404)  0.248
H (-0.2391, 3.3465, -6.6636)  0.551
C (2.0999, 3.4899, -5.5313)  -1.303
H (1.6667, 4.0107, -6.3901)  0.378
H (3.0943, 3.1044, -5.7773)  0.397
H (2.1294, 4.1696, -4.6736)  0.358
C (-0.0796, -2.7176, -5.6324)  -1.319
H (-0.1561, -3.4705, -4.8327)  0.346
H (0.2055, -3.2117, -6.5722)  0.463
H (-1.0414, -2.1986, -5.7643)  0.340
C (2.5633, -2.3903, -6.1397)  -1.297
H (3.4083, -1.7245, -6.3462)  0.344
H (2.0956, -2.7203, -7.0788)  0.431
H (2.8869, -3.2557, -5.5475)  0.363
Eu (2.7014, 0.6625, -1.7274)  1.107
C (-1.9523, 2.0425, -2.6840)  -0.767
C (-2.9802, 1.5370, -3.4364)  -0.598
C (-3.7798, 0.3501, -2.9572)  -0.771
C (-3.3167, -0.3217, -1.5824)  -0.037
C (-2.6016, -1.5686, -1.9938)  -0.919
C (-1.4661, -1.5045, -2.7315)  -0.739
C (-0.5788, -0.2204, -2.9131)  2.029
C (-0.8752, 1.0873, -2.2243)  0.185
C (1.7378, -1.3795, -0.4315)  -1.440
H (-1.8263, 3.0470, -2.1557)  0.197
H (-3.2719, 1.9452, -4.4650)  0.315
H (-3.6697, -0.4329, -3.7486)  0.303
H (-4.8768, 0.5649, -2.8609)  0.437
H (-2.6372, 0.2891, -0.9123)  -0.094
H (-4.2448, -0.4329, -0.9642)  0.525
H (-2.8276, -2.4889, -1.4819)  0.359
H (-0.8534, -2.4216, -2.7637)  0.379
H (-0.1856, -0.0581, -3.9533)  -1.374
H (0.3377, -0.5612, -2.3648)  -0.289
H (-0.9515, 0.7956, -1.1753)  0.400
H (0.0666, 1.7012, -2.1729)  0.236
H (2.4247, -0.9606, 0.3417)  0.488
H (2.2839, -2.1149, -1.0639)  0.365
H (0.7308, -1.6912, -0.0916)  0.135
O (-1.6961, 1.3123, 0.7350)  -0.699
C (-0.5373, 1.6866, 1.0144)  0.146
C (-0.1649, 2.5063, 2.2025)  -0.583
C (1.3448, 2.4020, 2.2544)  -0.519
C (1.7533, 1.8212, 0.8954)  0.511
O (2.9333, 1.7334, 0.3931)  -0.824
N (0.6259, 1.4137, 0.2752)  -0.085
H (-0.5150, 3.5213, 2.0105)  0.212
H (-0.7130, 2.1437, 3.0626)  0.343
H (1.8226, 3.3588, 2.4091)  0.330
H (1.6542, 1.7031, 3.0392)  0.271

Results
Relative energy (zero: lowest compared OMol25 entry of this formula, charge and spin) in kJ/mol: 0.00
HOMO-LUMO gap (alpha / beta) in eV: 5.50 / 5.55
Maximum force in eV/A: 2.74
HOMO (alpha / beta) in Ha: -0.2310 / -0.2319
Multiplicity: 8
Total energy in hartree: -2343.00868
<S²>: 15.7625